1.
# C35H46N2O2PtSSe

A molecular structure, C35H46N2O2PtSSe (wB97M-V/def2-TZVPD, OMol25).

XYZ file:
```
88
Properties=species:S:1:pos:R:3:lowdin_charge:R:1
H 1.518 3.721 -2.219 0.07
H -6.125 -0.007 -0.245 0.07
H 6.111 -2.317 -1.210 0.09
C -2.144 -0.145 0.888 -0.35
H 6.135 -0.036 1.795 0.09
H -6.515 -1.540 0.529 0.08
C -2.138 -3.276 3.637 -0.04
C 2.485 3.544 -2.692 -0.04
C 5.341 -1.542 -1.226 -0.05
C -1.164 -3.912 2.878 -0.30
C -3.330 -5.377 3.800 -0.09
C 6.304 -0.353 0.764 -0.05
H -3.462 -2.332 -1.532 0.09
H 5.769 3.149 -1.689 0.09
H 3.908 5.508 -1.387 0.08
H -0.982 2.907 -0.162 0.09
O 2.238 -1.208 1.549 -0.34
H -2.562 5.053 -2.532 0.09
H -4.025 1.739 -3.325 0.08
H 7.149 -1.046 0.755 0.08
O -1.793 -1.136 1.716 -0.32
C -4.397 -1.314 0.147 -0.53
H -2.144 4.740 -0.848 0.09
C -4.442 -1.939 -1.256 -0.04
H 2.396 2.650 -3.312 0.09
C 4.136 1.085 -0.605 0.01
H -4.741 -1.218 -2.017 0.08
H 4.505 -2.070 2.067 0.09
C 4.830 -2.302 1.055 -0.06
C -3.226 3.123 -1.837 -0.56
H 5.097 4.092 -3.017 0.09
H -5.373 2.900 -1.492 0.08
H -4.591 4.075 -0.435 0.09
C -4.605 3.673 -1.449 -0.05
H 4.440 -1.963 -1.676 0.09
H 5.767 -2.861 1.110 0.09
H 2.559 -4.659 0.970 0.10
C 5.055 -1.055 0.204 -0.53
H -4.107 -2.059 2.170 0.08
C -3.213 -4.018 4.090 -0.08
C -1.333 0.988 0.703 -0.39
C -3.620 0.894 -0.695 0.01
C 4.929 3.220 -2.383 -0.06
C -2.347 -6.028 3.076 -0.09
H 2.718 4.829 -0.275 0.08
H -4.186 -5.933 4.158 0.10
C 3.598 3.374 -1.648 -0.56
C -1.654 2.060 -0.115 -0.06
Pt 0.202 -1.258 2.003 0.97
C 3.885 -0.049 0.174 -0.07
C 2.630 -0.142 0.825 -0.33
C -1.263 -5.282 2.638 -0.47
H -4.899 4.473 -2.132 0.08
C 2.100 2.112 -0.052 -0.07
H 4.935 2.336 -3.024 0.09
Se 0.235 1.039 1.801 1.17
H -3.574 3.319 -3.972 0.08
C -2.815 2.023 -0.863 -0.17
N 0.018 -3.321 2.401 -0.07
H 5.084 1.116 -1.121 0.09
N 2.064 -3.963 1.501 0.12
H -3.183 -2.942 0.965 0.08
H 4.437 4.532 -0.007 0.09
H -2.321 2.139 -3.553 0.09
H -2.411 -7.089 2.875 0.11
C -5.779 -0.734 0.490 -0.05
H -3.980 -3.532 4.679 0.11
C -2.229 4.282 -1.835 -0.07
C 0.818 -4.229 1.897 -0.67
H 2.700 4.395 -3.342 0.09
C -3.354 -0.179 0.147 -0.07
C 1.794 0.994 0.695 -0.39
C 3.669 4.635 -0.776 -0.05
H -5.158 -2.764 -1.273 0.08
C 3.284 2.166 -0.770 -0.17
H -2.054 -2.218 3.839 0.11
H -4.533 0.846 -1.274 0.10
C -4.128 -2.437 1.149 -0.06
C -3.291 2.543 -3.257 -0.04
H 5.692 -0.738 -1.873 0.08
S 0.179 -5.847 1.835 1.11
H -1.235 3.957 -2.152 0.08
H 1.408 2.946 -0.062 0.10
H -5.759 -0.244 1.465 0.09
H 4.098 -2.942 0.573 0.06
H 2.309 -2.976 1.342 0.05
H 6.589 0.525 0.186 0.07
H -4.935 -3.171 1.074 0.09
```

Total charge: 0
ΔE to the lowest compared entry with this formula, charge and spin in kJ/mol: 0.00

2.
# C4H10F2N

A gas-phase ion, C4H10F2N (charge +1) at a distorted geometry (wB97M-V/def2-TZVPD, OMol25).

XYZ file:
```
17
Properties=species:S:1:pos:R:3:nbo_charge:R:1
F 1.810 -1.168 0.060 -0.29
C -0.890 1.131 0.586 -0.48
H -0.310 -2.065 -0.126 0.24
H -0.306 -1.435 1.495 0.23
H 0.687 -0.838 -1.783 0.27
C 1.434 0.050 0.412 0.72
C -0.598 -1.325 0.499 -0.38
H -0.876 0.231 -1.902 0.25
N -0.090 0.008 0.019 -0.24
H -1.927 0.903 0.320 0.24
H -1.015 1.283 1.711 0.27
H 0.738 0.951 -1.737 0.27
F 2.092 1.038 -0.182 -0.28
C 0.106 0.060 -1.412 -0.48
H 1.445 0.297 1.427 0.16
H -1.635 -1.304 0.435 0.23
H -0.665 2.182 0.178 0.27
```

Total charge: +1
ΔE to the lowest compared entry with this formula, charge and spin in kJ/mol: 0.00

3.
# C9H8NO3S

2 unconnected molecules or ions with the total composition C9H8NO3S at a distorted geometry (wB97M-V/def2-TZVPD, OMol25).

XYZ file:
```
22
Properties=species:S:1:pos:R:3:mulliken_spin:R:1
C -1.245 -2.359 0.011 0.30
N 3.236 0.605 0.096 0.11
H -0.142 -0.045 -2.077 0.01
C 1.246 2.076 0.787 0.76
C 3.563 1.687 -0.159 0.00
H -1.087 -2.239 2.090 -0.01
C 0.900 1.405 -0.261 0.36
O 4.559 -1.007 1.299 0.02
C -0.114 -0.534 1.149 0.39
O 2.849 -1.903 -0.306 0.00
C 0.172 0.134 -0.079 0.04
C -0.322 -0.546 -1.187 0.08
H 0.284 0.015 1.939 0.07
S 4.074 -1.112 -0.084 0.01
O 4.138 2.693 -0.419 0.01
H 1.923 2.884 0.826 -0.02
H 1.023 1.730 1.743 0.00
C -0.930 -1.727 1.161 -0.17
H -1.481 -3.406 0.164 0.02
H -1.487 -1.998 -2.133 0.00
C -1.098 -1.656 -1.231 -0.02
H 1.155 1.680 -1.260 0.00
```

Total charge: -1
Multiplicity: 3
ΔE to the lowest compared entry with this formula, charge and spin in kJ/mol: 0.00

4.
# C10H14NO5P

C10H14NO5P in the gas phase at a distorted geometry (wB97M-V/def2-TZVPD, OMol25).

XYZ file:
```
31
Properties=species:S:1:pos:R:3:nbo_charge:R:1
H -1.226 -4.028 -1.698 0.17
C -2.882 -3.898 -0.339 -0.64
P -0.201 3.075 2.298 1.34
C -2.001 -3.316 -1.425 -0.06
O -0.129 -2.680 0.679 -0.56
H -0.403 0.845 0.104 0.25
H -3.691 -4.480 -0.773 0.21
O -1.420 -2.058 -1.063 -0.55
H 0.475 3.791 3.304 -0.05
H -1.754 4.495 2.467 0.38
H 0.185 0.230 -1.962 0.22
H 1.863 -1.959 -0.667 0.24
O 1.604 5.154 0.326 -0.48
H 0.762 -0.164 0.969 0.26
C 1.369 1.827 0.315 0.04
C 1.909 4.016 0.471 0.77
H -3.333 -3.120 0.265 0.23
O 3.627 1.262 -0.189 -0.50
C -0.222 -2.184 -0.426 0.81
H 1.884 0.207 -1.617 0.22
H -0.181 1.765 2.810 -0.07
C 2.761 2.089 -0.169 0.75
C 0.916 -0.092 -1.229 -0.38
H -2.332 -4.553 0.327 0.22
C 1.068 2.925 1.025 -0.47
C 0.640 0.537 0.152 -0.49
H 0.953 -2.023 -2.170 0.23
C 0.961 -1.622 -1.159 -0.51
N -1.602 3.659 1.919 -1.27
H -2.588 -3.145 -2.320 0.19
O 2.988 3.446 -0.226 -0.49
```

Total charge: 0

5.
# C4H7NO2

C4H7NO2 in the gas phase at a distorted geometry (wB97M-V/def2-TZVPD, OMol25).

XYZ file:
```
14
Properties=species:S:1:pos:R:3:nbo_charge:R:1
H 0.399 -1.656 1.059 0.23
O 2.120 1.429 -0.873 -0.59
O -1.593 0.003 -1.147 -0.71
H 2.576 -0.555 -0.647 0.11
N 0.896 -0.022 0.385 -0.44
C -1.213 -0.251 0.192 0.07
C 0.003 -1.208 0.165 -0.25
H -2.195 0.763 -1.144 0.48
H -0.215 1.747 0.176 0.23
C -0.246 0.813 0.726 -0.25
H -2.095 -0.487 0.799 0.17
H 0.061 -1.755 -0.789 0.22
H -0.354 0.971 1.807 0.20
C 1.915 0.315 -0.443 0.54
```

Total charge: 0
ΔE to the lowest compared entry with this formula, charge and spin in kJ/mol: 233.40

6.
# C30H45N3O12

6 unconnected molecules or ions with the total composition C30H45N3O12 at a distorted geometry (wB97M-V/def2-TZVPD, OMol25).

XYZ file:
```
90
Properties=species:S:1:pos:R:3:lowdin_charge:R:1
H -3.589 -8.958 2.971 0.13
H -0.684 8.134 -3.270 0.11
C -7.119 -1.376 2.158 -0.03
H -3.726 -8.645 1.175 0.13
H 2.467 -3.884 -2.271 0.10
O 1.603 6.397 6.435 -0.16
C 1.517 -3.754 -0.141 -0.03
N 0.561 -0.364 1.335 -0.35
C -0.190 5.969 -3.097 -0.07
H 4.531 8.914 9.663 0.08
C 0.337 7.289 -4.978 -0.01
H 0.744 3.904 -5.646 0.12
O -6.953 -5.056 1.839 0.06
H 2.371 5.659 4.516 0.07
H -0.595 5.943 -2.096 0.10
C -2.781 -10.428 1.781 -0.24
H 1.105 4.701 4.953 0.07
C -1.151 -8.249 3.300 -0.15
C -4.874 -11.509 1.398 -0.08
H 2.551 -1.712 -2.693 0.11
C 2.740 5.867 7.170 -0.21
H 4.899 0.084 -9.152 0.12
C -4.688 -1.731 3.422 -0.06
H 0.744 -3.118 1.665 0.11
C 2.891 6.416 8.601 -0.23
H 1.921 -0.018 -1.039 0.12
H 3.661 5.781 9.039 0.12
H -0.270 3.864 -3.472 0.11
O -3.811 -11.223 2.288 -0.19
C -5.176 -0.457 3.169 -0.09
H -5.609 -10.746 1.655 0.09
H 1.959 6.201 9.124 0.13
H 5.682 3.203 -5.478 0.08
H 1.469 1.159 -8.817 0.08
H 2.495 0.239 -9.987 0.09
C 1.718 -1.055 -0.816 -0.01
C 2.039 -3.327 -1.451 -0.07
C -6.394 -0.259 2.532 -0.07
H -7.975 -1.167 1.534 0.11
H -0.228 -7.676 3.212 0.09
C -3.100 -8.992 1.998 -0.18
O 3.248 7.766 8.619 -0.17
O 3.096 0.024 -8.088 -0.19
C 4.934 1.451 -7.472 -0.22
C 0.013 4.838 -3.844 -0.08
H -0.818 -9.258 3.544 0.08
N -7.357 -3.903 1.662 -0.36
H -1.804 -10.584 2.238 0.12
C 1.103 -1.365 0.366 -0.12
H -4.400 -11.592 0.420 0.09
H -2.649 -10.569 0.709 0.12
H 0.469 8.279 -5.387 0.11
H 1.529 -4.831 -0.059 0.10
H 5.999 1.575 -7.668 0.12
C 2.095 -2.025 -1.766 -0.09
H 3.699 6.108 6.713 0.12
H 2.763 4.782 7.277 0.12
H 4.018 7.630 10.591 0.09
C 1.149 -2.752 0.732 -0.02
H 0.823 6.315 4.413 0.07
H -5.329 -12.449 1.714 0.09
C 4.709 2.714 -5.418 -0.07
C 2.484 0.895 -9.117 -0.07
C 3.628 8.335 9.857 -0.11
C 4.491 0.093 -8.142 -0.21
O -1.934 -8.186 2.168 -0.18
H -1.586 -7.896 4.234 0.08
O 1.886 7.105 -7.417 0.09
H 4.380 2.232 -7.994 0.10
H 4.457 2.555 -4.370 0.08
C -5.373 -2.832 2.884 0.00
C 0.451 4.837 -5.189 0.01
C 1.445 5.727 5.088 -0.08
N 1.153 6.184 -7.097 -0.32
O 0.742 5.303 -7.947 0.02
O 0.497 -0.708 2.530 0.05
H 3.001 9.183 10.133 0.09
H 4.821 -0.805 -7.620 0.12
H -3.766 -1.901 3.958 0.11
C 0.606 6.109 -5.759 -0.14
H 2.874 1.876 -9.387 0.08
H -6.597 0.797 2.439 0.11
O 0.235 0.711 0.938 0.10
H -5.151 -3.849 3.171 0.11
H -4.529 0.378 3.397 0.11
O 4.607 1.441 -6.109 -0.19
O -8.261 -3.666 0.932 0.09
H 3.955 3.342 -5.893 0.08
C -6.643 -2.690 2.217 -0.10
C -0.259 7.255 -3.731 -0.05
```

Total charge: 0
ΔE to the lowest compared entry with this formula, charge and spin in kJ/mol: 1555.28

7.
# C5H9NO2

C5H9NO2 in the gas phase at a distorted geometry (wB97M-V/def2-TZVPD, OMol25).

XYZ file:
```
17
Properties=species:S:1:pos:R:3:nbo_charge:R:1
H 1.989 0.176 -1.795 0.16
C -1.024 -0.127 -1.063 0.49
H 2.947 0.862 -0.475 0.17
O 0.907 0.719 -0.138 -0.67
C 0.130 -0.188 1.140 0.16
C -0.288 0.397 2.296 -0.76
C 2.086 0.220 -0.697 -0.25
H 0.198 0.111 3.216 0.22
H -1.197 1.112 -2.712 0.26
H -0.925 1.271 2.264 0.21
O -2.334 -0.791 0.707 -0.51
C -1.207 0.100 -2.330 -0.50
H -1.238 -0.731 -3.023 0.25
H 0.788 -1.050 1.170 0.20
H -2.067 -0.812 1.663 0.50
N -1.111 -0.474 0.133 -0.09
H 2.347 -0.795 -0.356 0.15
```

Total charge: 0
ΔE to the lowest compared entry with this formula, charge and spin in kJ/mol: 751.60

8.
# C5H11N

C5H11N in the gas phase (wB97M-V/def2-TZVPD, OMol25).

XYZ file:
```
17
Properties=species:S:1:pos:R:3:nbo_charge:R:1
H 1.900 -0.682 -0.395 0.21
H 1.104 -1.921 0.605 0.22
H 0.773 2.857 -0.355 0.21
H 0.520 0.837 -1.648 0.19
C 0.998 -1.286 -0.278 -0.41
C -0.112 0.914 -0.755 -0.19
C -1.421 -1.171 0.199 -0.25
N -0.176 -0.413 -0.090 -0.28
H -0.321 -0.777 1.977 0.14
H -0.318 2.257 0.932 0.25
H 1.299 1.593 0.770 0.21
H -2.289 -0.941 -0.426 0.19
H -1.225 -2.251 0.239 0.18
C 0.443 1.974 0.202 -0.63
C -0.940 -0.247 1.246 -0.43
H -1.123 1.188 -1.064 0.22
H 0.890 -1.931 -1.160 0.20
```

Total charge: 0
ΔE to the lowest compared entry with this formula, charge and spin in kJ/mol: 366.97

Ordered E_tot results: -4540.275098, -412.580867, -1026.275379, -1161.704200, -361.791959, -2236.678258, -400.890488, -251.722758; unit hartree.